No. 1
Below is 2 unconnected molecules or ions with the total composition C3H7NOS in a non-equilibrium geometry, with properties calculated with wB97M-V/def2-TZVPD.

Computed properties:
- HOMO energy (eV) = -8.340
- largest force on an atom (hartree/bohr) = 0.0749
- energy relative to the best compared isomer or geometry (same formula, charge and spin) (kJ/mol) = 595.0
- total energy (Eh) = -646.48535

```
13
Properties=species:S:1:pos:R:3:forces:R:3:nbo_charge:R:1
O 1.887834 -1.305703 -0.662181 1.7543 -1.3021 -0.9307 -0.41
C 0.934598 -0.668224 -0.329187 -1.5891 -1.5691 0.4000 0.26
C 1.184734 0.743549 0.480935 0.1033 3.6023 -1.3529 0.15
C 0.813010 0.816997 -0.930146 1.0702 0.4685 1.9264 -0.45
S -2.027863 -0.301630 -0.155011 -0.2981 0.0090 -0.2912 -0.62
N 0.248334 1.021980 1.463779 0.6029 -1.2849 0.4299 -0.86
H 0.019819 -1.146375 0.124152 0.2273 0.4868 0.2178 0.22
H 2.232073 0.929020 0.658401 0.3063 -0.8131 0.5036 0.23
H -0.203946 1.111743 -1.032813 -0.3720 0.2804 -0.9779 0.28
H 1.684687 0.974449 -1.553013 -0.5539 -0.0871 -0.5699 0.26
H -2.649840 -1.460836 -0.405470 0.1099 -0.1011 0.0636 0.14
H -0.068435 1.984424 1.408776 -0.2210 -0.0668 -0.1245 0.40
H -0.504013 0.386853 1.170184 -1.1401 0.3772 0.7059 0.40
```
Positions in Å, forces in eV/Å.

No. 2
Below is 4 unconnected molecules or ions with the total composition C5H11NO2 in a non-equilibrium geometry, with properties calculated with wB97M-V/def2-TZVPD.

Computed properties:
- HOMO energy (eV) = -8.622
- largest force on an atom (hartree/bohr) = 0.1010
- energy relative to the best compared isomer or geometry (same formula, charge and spin) (kJ/mol) = 1209.6
- total energy (Eh) = -401.91743

```
19
Properties=species:S:1:pos:R:3:forces:R:3:nbo_charge:R:1
C -2.735925 0.721911 -0.452060 4.2918 -1.1512 0.4354 -0.42
C -3.027400 -0.270368 0.509533 -1.6502 -2.0060 2.9932 0.02
C 1.492021 -0.245330 0.321631 3.5063 0.8831 0.6258 -0.15
C 2.486932 -0.302652 -0.804248 -0.9761 1.7341 3.5960 -0.46
C 1.056716 -0.687253 -1.255084 0.6482 -2.7078 -4.3853 0.24
O 0.868853 -1.929405 -1.365670 -0.4001 2.4368 0.7192 -0.41
O 3.250722 1.621774 0.900552 -0.7069 -0.8041 -0.2852 -1.00
N -2.573137 -0.406588 1.717885 -0.6739 0.9986 -0.1197 -0.75
H -1.303567 -0.322977 -0.067595 -2.1986 1.9984 -2.1113 0.19
H -2.162972 1.587304 -0.180668 -0.3016 0.5368 0.2928 0.23
H -3.285857 0.711345 -1.367486 0.3056 -0.2741 -0.6954 0.22
H -3.767814 -0.992658 0.139775 -0.3082 0.0794 0.0833 0.16
H 1.469590 -0.975453 1.105722 -0.3229 -0.6099 -0.0750 0.25
H 0.929597 0.659463 0.517943 -0.0272 0.2304 -0.3611 0.28
H 2.929393 0.760646 -0.782695 -0.6844 -0.6412 -0.7385 0.36
H 3.155640 -1.131923 -0.866358 0.1575 -0.4868 0.3095 0.25
H 0.678044 0.027292 -2.000287 -1.0614 0.0399 0.8351 0.20
H 3.723575 2.122340 1.583553 -0.1254 -0.0746 -0.2287 0.44
H -3.184411 -0.947460 2.345565 0.5271 -0.1817 -0.8901 0.35
```
Positions in Å, forces in eV/Å.

No. 3
Below is 2 unconnected molecules or ions with the total composition C3H5N5O in a non-equilibrium geometry, with properties calculated with wB97M-V/def2-TZVPD.

Computed properties:
- HOMO energy (eV) = -9.460
- largest force on an atom (hartree/bohr) = 0.0721
- energy relative to the best compared isomer or geometry (same formula, charge and spin) (kJ/mol) = 450.4
- total energy (Eh) = -466.15142

```
14
Properties=species:S:1:pos:R:3:forces:R:3:nbo_charge:R:1
C 2.110604 0.643803 0.536945 0.4265 -1.3000 -0.9773 0.13
C 1.613763 1.808602 1.297545 -0.1155 -2.2081 2.3209 0.23
C -0.854672 -0.123786 -0.527011 -0.7625 1.5960 -1.1231 -0.02
N 2.876899 -1.328375 -0.032128 0.1692 -0.2217 1.8581 -0.05
N 2.493774 -0.569370 1.040520 -0.1203 0.4002 -0.6757 -0.35
N 2.224501 0.564356 -0.809007 -0.0440 1.5158 2.3306 -0.30
N 2.720114 -0.615305 -1.064769 0.1597 -0.9241 -1.5046 -0.04
N -0.363772 -1.229152 -0.791130 -1.1947 -1.9141 -1.2961 -0.61
O 1.631283 2.849349 0.615130 0.5437 1.5418 -3.3249 -0.57
H -1.742140 0.317189 -1.151509 1.5282 -0.9928 1.2174 0.17
H -0.348048 0.540587 0.150197 -0.4062 0.6467 0.7090 0.12
H 1.949745 2.667543 -0.350643 -0.4366 0.5175 1.3023 0.49
H 2.549421 -0.965381 2.004942 -0.1364 0.7846 -1.3197 0.45
H 0.404784 -1.628560 -0.282301 0.3889 0.5584 0.4831 0.34
```
Positions in Å, forces in eV/Å.